1.
C31H34AsN7O4RhS | ωB97M-V/def2-TZVPD

Positions of all 79 atoms, in Å:
Rh 0.26120 0.04184 -0.13210
N 0.53672 0.00432 2.28267
N 1.87375 0.08135 2.69353
C 2.86320 0.16579 1.79076
N 4.10349 -0.02710 2.24612
S 2.64143 0.57549 0.15574
H -0.00840 0.69068 2.79719
H 0.19622 -0.94386 2.43989
H 2.08908 -0.30634 3.60317
H 4.29071 -0.37305 3.17234
H 4.86662 0.01813 1.59171
O -0.00352 0.40484 -2.29305
N -0.11351 1.54029 -2.75853
N -0.25386 2.49039 -1.81224
O -0.26212 2.21110 -0.58453
C -0.44608 3.84540 -2.25464
C -0.33620 4.84338 -1.30114
C -0.51138 6.15618 -1.70588
C -0.78679 6.44992 -3.03372
C -0.89683 5.42860 -3.96942
C -0.72862 4.10802 -3.58914
H -0.11279 4.59943 -0.27335
H -0.42790 6.95244 -0.97975
H -0.91581 7.47706 -3.34286
H -1.12080 5.65624 -5.00149
H -0.82069 3.30914 -4.30680
O -1.58511 -2.36961 -1.47686
C -0.76357 -2.84391 -0.71378
N -0.51188 -4.15997 -0.52363
C 0.51839 -4.39840 0.46095
C 0.82331 -2.93362 0.85280
O 1.62074 -2.58950 1.71384
N 0.06264 -2.09130 0.11533
C -0.00461 -5.20253 1.65337
C 0.66090 -5.19082 2.87424
C 0.21065 -5.97647 3.92394
C -0.90003 -6.79107 3.76848
C -1.55871 -6.81736 2.54888
C -1.11155 -6.02921 1.49951
C 1.73435 -5.10892 -0.13598
C 3.02130 -4.86382 0.32704
C 4.09706 -5.56848 -0.19302
C 3.90159 -6.52872 -1.17195
C 2.61747 -6.78433 -1.62971
C 1.54333 -6.07994 -1.11220
H -0.93536 -4.85000 -1.11794
H 1.53850 -4.57570 2.99883
H 0.73891 -5.95890 4.86780
H -1.24602 -7.40578 4.58722
H -2.42244 -7.45281 2.41018
H -1.64869 -6.06330 0.56177
H 3.18328 -4.12179 1.09509
H 5.09428 -5.36537 0.17228
H 4.74118 -7.07686 -1.57454
H 2.44984 -7.53448 -2.38942
H 0.55212 -6.30857 -1.48095
C -3.07266 1.64628 1.16711
As -2.45038 0.06670 0.21871
C -3.01700 -1.32892 1.43381
C -3.66656 -0.02906 -1.30522
C -5.10507 -0.00174 -0.89130
C -5.81172 1.19638 -0.83482
C -7.13471 1.21780 -0.41916
C -7.76751 0.03825 -0.05541
C -7.07418 -1.16257 -0.11768
C -5.75179 -1.18224 -0.53285
H -4.12875 1.54382 1.41616
H -2.92694 2.52920 0.54749
H -2.49589 1.76658 2.08315
H -4.04817 -1.14944 1.73852
H -2.37219 -1.31080 2.31247
H -2.93309 -2.29597 0.94669
H -3.39047 -0.93882 -1.83450
H -3.41060 0.82788 -1.93442
H -5.32509 2.11912 -1.12836
H -7.67271 2.15514 -0.38690
H -8.80031 0.05241 0.26320
H -7.56669 -2.08786 0.14773
H -5.21990 -2.12374 -0.59687

Results
E_tot = -4630.152000 Eh
charge = +1
⟨S²⟩ = 6.04
2S+1 = 5
lowest unoccupied orbital energy (alpha / beta) = -3.10 / -5.40 eV
HOMO-LUMO gap (alpha / beta) = 7.04 / 5.41 eV

Atom charges from the Löwdin analysis, given in e for atoms 1 to 5: Rh 0.770; N -0.005; N -0.057; C -0.819; N 0.126

2.
C31H34BFO3S | ωB97M-V/def2-TZVPD

Positions of all 71 atoms, in Å:
C -6.45295 2.45063 1.54724
O -5.56613 2.37329 2.68500
C -4.22881 2.23340 2.48427
C -3.41820 2.18803 3.64919
C -2.04909 2.25475 3.53842
C -1.42166 2.30007 2.27069
B 2.21322 -1.98649 2.01330
C 0.00306 2.49981 2.14094
C 0.73163 2.53334 0.95398
C 2.10539 2.84868 1.13788
C 2.42046 3.15515 2.45302
C 3.74085 3.57040 2.98015
S 1.02189 3.07522 3.45725
O 3.18425 -1.99999 2.98188
C 4.41559 -1.84574 2.23028
C 4.88073 -0.39861 2.39721
C 5.42516 -2.74559 2.91548
C 4.02166 -2.24106 0.73634
C 4.37911 -1.20959 -0.32332
C 4.54496 -3.59892 0.30235
O 2.56834 -2.33815 0.74919
C -2.23842 2.20294 1.11862
C -3.61693 2.17172 1.21016
H -7.44482 2.47213 1.99762
H -6.28106 3.36810 0.96630
H -6.34762 1.57205 0.89465
H -3.91483 2.14332 4.61601
H -1.43878 2.25988 4.44356
H 0.28121 2.34068 -0.01329
H 2.84921 2.88823 0.34255
H 4.39775 3.84118 2.14647
H 3.64380 4.43461 3.65115
H 4.20991 2.75024 3.54364
H 5.86704 -0.25366 1.93192
H 4.17523 0.32797 1.97036
H 4.97923 -0.17632 3.46933
H 6.42060 -2.61965 2.47123
H 5.48893 -2.47395 3.97768
H 5.13225 -3.79867 2.84655
H 5.46617 -1.06454 -0.38520
H 4.03266 -1.57874 -1.29722
H 3.89699 -0.23933 -0.14264
H 5.64222 -3.60330 0.28246
H 4.19506 -4.40161 0.96345
H 4.19716 -3.81440 -0.71445
H -1.77881 2.16072 0.13175
H -4.22737 2.12692 0.30440
F -2.65444 -1.40811 -1.94473
C -1.77184 -1.18378 -0.91614
C -2.20771 -1.38003 0.38644
C -1.31335 -1.10578 1.42066
C 0.02456 -0.74108 1.16660
C 1.03964 -0.56769 2.24837
C 0.59472 -0.97219 3.62189
C 0.48992 -0.06522 4.67685
C -0.14687 -0.43082 5.86581
C -0.62359 -1.73686 6.03109
C -0.43223 -2.68385 5.01140
C 0.20815 -2.31120 3.82776
C 0.40352 -0.54205 -0.17109
C -0.48276 -0.75522 -1.22248
H -3.22195 -1.71875 0.59407
H -1.65898 -1.20106 2.44901
H 1.59874 0.37115 2.21333
H 0.88996 0.94374 4.52788
H -0.26241 0.31061 6.65832
H -1.13284 -2.02427 6.95280
H -0.77809 -3.71230 5.13124
H 0.37380 -3.03906 3.02719
H 1.42135 -0.20697 -0.37887
H -0.18110 -0.58698 -2.25619

Results
E_tot = -1950.350281 Eh
lowest unoccupied orbital energy = 0.50 eV
HOMO-LUMO gap = 7.83 eV
SMILES = CC1(C)OB([C@H](c2ccccc2)c2ccc(F)cc2)OC1(C)C.COc1ccc(-c2ccc(C)s2)cc1

Atom charges from the Löwdin analysis, given in e for atoms 1 to 5: C -0.063; O -0.096; C -0.265; C 0.003; C -0.044

3.
C31H34BrInN7O3Se2 | ωB97M-V/def2-TZVPD

Positions of all 79 atoms, in Å:
In 0.03009 0.25975 0.43318
C 1.06117 -2.33672 2.65529
C -0.39428 -1.97420 2.82535
C -1.12741 -2.49316 3.87309
C -2.51002 -2.25343 3.95470
C -3.02426 -1.56728 2.88242
C -2.27844 -1.05939 1.85581
N -0.97396 -1.26663 1.89314
C -2.88759 -0.45114 0.69131
C -4.22380 -0.07125 0.66011
C -4.79157 0.14937 -0.56093
C -4.08665 0.03429 -1.69771
C -2.71717 -0.27726 -1.60305
N -2.15893 -0.47794 -0.42401
C -1.85211 -0.22686 -2.86204
C -2.15774 0.68860 -3.83918
C -1.27859 0.85002 -4.93176
C -0.23715 -0.04116 -4.99085
C -0.13093 -1.01674 -4.03056
C 0.90221 -2.09066 -4.21485
N -0.83787 -1.08124 -2.90926
H 1.41463 -2.77944 3.62116
H 1.68481 -1.49321 2.38681
H 1.19055 -3.17490 1.92014
H -0.58701 -3.05454 4.64497
H -3.08639 -2.62416 4.72876
H -4.09399 -1.39607 2.85768
H -4.83430 0.01185 1.53547
H -5.84247 0.33535 -0.55798
H -4.58926 0.11162 -2.63741
H -3.07249 1.35159 -3.79627
H -1.41035 1.60280 -5.71237
H 0.44507 -0.07529 -5.80139
H 0.95496 -2.77499 -3.35669
H 1.98170 -1.71358 -4.32631
H 0.73657 -2.75611 -5.02497
O 3.03338 3.85901 2.78749
C 1.63112 3.59771 2.61127
C 1.23483 2.37816 3.43940
C 1.38485 2.69840 4.94001
O 2.72709 2.80060 5.34558
C 2.07201 1.15818 3.07365
Se 2.43831 0.93248 1.07887
C -0.23388 2.03315 3.31900
Se -1.20401 2.13135 1.57799
H 3.35000 4.55251 2.15041
H 1.47204 3.48587 1.52229
H 1.04867 4.48637 2.78686
H 0.95909 1.91783 5.52091
H 0.90206 3.64922 5.15820
H 3.18360 3.29733 4.69116
H 1.59730 0.29662 3.47440
H 3.08643 1.30552 3.49913
H -0.80131 2.75869 3.90394
H -0.42484 1.07789 3.77751
O 2.44189 3.98808 -4.05190
C 1.76887 3.10299 -3.34405
C 2.18162 1.81188 -3.10364
C 1.44604 0.99378 -2.26839
N 0.28529 1.36750 -1.76970
C -0.10984 2.64465 -1.97991
Br -1.80524 3.26117 -1.47073
C 0.58373 3.53923 -2.72326
H 3.17783 3.58016 -4.51139
H 3.09728 1.42168 -3.62388
H 1.77826 0.01754 -1.96138
H 0.27663 4.58093 -2.87097
N -0.36774 -5.26240 -1.01566
C 0.51775 -4.25495 -0.95610
C 0.10309 -2.91020 -0.67489
N 0.95363 -1.94766 -0.54533
C 2.28163 -2.16046 -0.81593
C 2.66420 -3.48778 -1.02369
N 1.81875 -4.47921 -1.10090
H -1.38147 -5.06799 -1.04396
H -0.14787 -6.10670 -1.50196
H -0.98830 -2.75909 -0.57087
H 3.06285 -1.35739 -0.69864
H 3.68733 -3.80060 -1.17276

Results
E_tot = -9377.582150 Eh
charge = +1
lowest unoccupied orbital energy = -3.08 eV
HOMO-LUMO gap = 6.86 eV

Atom charges from the Löwdin analysis, given in e for atoms 1 to 5: In 0.354; C -0.015; C -0.310; C 0.019; C 0.018

Relative energy (zero: lowest compared OMol25 entry of this formula, charge and spin) for the records above, in order: 0.0; 7.3; 103.4 kJ/mol